Entry 1:
# C57H51AsINO2P2RhS3

A molecular structure, C57H51AsINO2P2RhS3 (ωB97M-V/def2-TZVPD, OMol25).

Calculated values
- Multiplicity: 6
- Highest occupied orbital energy (alpha / beta): -0.6 / -2.4 eV
- ⟨S²⟩: 8.806
- Lowest unoccupied orbital energy (alpha / beta): 3.55 / 3.54 eV
- Gap between HOMO and LUMO (alpha / beta): 4.13 / 5.97 eV
- Relative energy (zero: lowest compared OMol25 entry of this formula, charge and spin): 45.9 kcal/mol
- Total charge: -2

CARTESIAN COORDINATES (ANGSTROEM)
Rh (0.8090, -0.9264, 1.8470)
S (2.9192, -1.6387, 0.7105)
P (3.1735, -0.9916, -1.2494)
C (1.6531, -0.7532, -1.9481)
P (0.3550, -1.8141, -2.0898)
S (0.8531, -2.9829, 2.8631)
C (-0.5664, -1.0318, -3.5271)
C (-0.0513, 0.0856, -4.2120)
C (-0.7872, 0.6567, -5.2550)
C (-2.0291, 0.2042, -5.6164)
C (-2.5413, -0.8744, -4.9220)
C (-1.8032, -1.4932, -3.9169)
C (0.8894, -3.4272, -2.7540)
C (1.1697, -3.6252, -4.1319)
C (1.7779, -4.7699, -4.5344)
C (2.2270, -5.6916, -3.6026)
C (1.8355, -5.5677, -2.2692)
C (1.1573, -4.4183, -1.8467)
C (4.2937, -2.2266, -2.0424)
C (4.2652, -2.3616, -3.4199)
C (5.0551, -3.3200, -4.0392)
C (5.8940, -4.1749, -3.2881)
C (5.9281, -3.9887, -1.9128)
C (5.1386, -3.0318, -1.2882)
C (4.1192, 0.5486, -1.2484)
C (5.4883, 0.4629, -1.1385)
C (6.2842, 1.6190, -0.9997)
C (5.6698, 2.8645, -1.0659)
C (4.2468, 2.9176, -1.1515)
C (3.4802, 1.7837, -1.2437)
H (0.8887, 0.4817, -3.9105)
H (-0.4092, 1.5318, -5.7248)
H (-2.5671, 0.6695, -6.4409)
H (-3.5704, -1.2368, -5.1453)
H (-2.2418, -2.3559, -3.3673)
H (0.8660, -2.8775, -4.8632)
H (1.9704, -4.9385, -5.5916)
H (2.6641, -6.6035, -3.9643)
H (2.0920, -6.3443, -1.5467)
H (0.8178, -4.3590, -0.8128)
H (3.5726, -1.7216, -3.9817)
H (5.0266, -3.4656, -5.1272)
H (6.5184, -4.9122, -3.8036)
H (6.5866, -4.6023, -1.3347)
H (5.1933, -2.8518, -0.1928)
H (5.9748, -0.4785, -1.1270)
H (7.3577, 1.5152, -0.9267)
H (6.2100, 3.7906, -1.0242)
H (3.7745, 3.9191, -1.1508)
H (2.4104, 1.8170, -1.4003)
S (1.7057, 0.4439, 4.0756)
C (1.7406, 0.6880, 2.4401)
I (7.0518, 3.0348, 6.7460)
C (5.7522, 3.1194, 5.0709)
C (5.5807, 1.9317, 4.3045)
C (4.5897, 1.8548, 3.3850)
C (3.7074, 2.9419, 3.1778)
C (3.9594, 4.1680, 3.9021)
C (4.9627, 4.2318, 4.8260)
C (2.5435, 2.9226, 2.4497)
O (1.6990, 3.7474, 2.1984)
O (2.2703, 1.6041, 1.7364)
H (6.2390, 1.1088, 4.4922)
H (4.4667, 0.9118, 2.8971)
H (3.2901, 5.0053, 3.7640)
H (5.1611, 5.1191, 5.4218)
C (-7.2158, -2.9872, 0.5067)
C (-6.0095, -2.0606, 0.5549)
C (-6.0848, -0.7024, 0.7509)
C (-4.9452, 0.0845, 0.8654)
C (-5.2451, 1.5522, 1.0614)
C (-3.6789, -0.5406, 0.7848)
As (-1.8557, 0.2201, 0.6605)
N (-1.1323, -0.2528, 2.2902)
C (-1.9327, -0.3999, 3.4062)
C (-1.7497, -1.3469, 4.4504)
C (-2.7393, -1.5069, 5.4320)
C (-3.9285, -0.7592, 5.4292)
C (-4.0460, 0.2537, 4.4800)
C (-3.0891, 0.4112, 3.5070)
C (-2.1589, 2.1695, 0.4131)
C (-1.8985, 3.1846, 1.3488)
C (-1.2441, 2.9484, 2.6716)
C (-2.2922, 4.4761, 1.0214)
C (-3.0227, 4.7968, -0.1327)
C (-3.4417, 6.2078, -0.3874)
C (-3.3087, 3.7868, -1.0234)
C (-2.8449, 2.5054, -0.7813)
C (-3.0356, 1.4690, -1.8695)
C (-3.5910, -1.9239, 0.5251)
C (-2.2996, -2.7109, 0.5503)
C (-4.7595, -2.6401, 0.3999)
H (-8.0948, -2.5877, 1.0074)
H (-6.9394, -3.9069, 0.9896)
H (-7.5247, -3.1791, -0.5310)
H (-7.0978, -0.2634, 0.8367)
H (-5.8900, 1.6920, 1.9409)
H (-5.7211, 2.0254, 0.1881)
H (-4.3891, 2.2039, 1.2762)
H (-0.8563, -1.9322, 4.5490)
H (-2.5761, -2.2494, 6.2144)
H (-4.6373, -0.9002, 6.2242)
H (-4.8288, 1.0050, 4.5152)
H (-3.2651, 1.1616, 2.7712)
H (-0.8268, 1.9485, 2.7316)
H (-1.9301, 3.1497, 3.5014)
H (-0.3842, 3.6099, 2.7896)
H (-1.9690, 5.2257, 1.7815)
H (-3.8940, 6.6587, 0.5070)
H (-4.1283, 6.2705, -1.2349)
H (-2.5513, 6.8404, -0.6156)
H (-3.8359, 3.9813, -1.9617)
H (-3.2057, 1.9279, -2.8490)
H (-3.9049, 0.8389, -1.6446)
H (-2.1898, 0.7945, -1.9482)
H (-1.5337, -2.2888, -0.1581)
H (-2.5267, -3.7510, 0.3656)
H (-1.8237, -2.6422, 1.5497)
H (-4.6846, -3.7121, 0.1304)


Entry 2:
# C38H28N8O2RuS3

A molecular structure, C38H28N8O2RuS3 (ωB97M-V/def2-TZVPD, OMol25).

Calculated values
- Highest occupied orbital energy (alpha / beta): -12.5 / -12.5 eV
- Lowest unoccupied orbital energy (alpha / beta): -8.01 / -8.02 eV
- Gap between HOMO and LUMO (alpha / beta): 4.45 / 4.44 eV
- Relative energy (zero: lowest compared OMol25 entry of this formula, charge and spin): 0.0 kcal/mol
- Total charge: +2

CARTESIAN COORDINATES (ANGSTROEM)
Ru (-0.1274, 0.3679, -0.1551)
S (1.6522, 3.4369, 4.4255)
C (2.2131, 3.9024, 5.9665)
C (1.9419, 2.9612, 6.9119)
C (1.2561, 1.8438, 6.3777)
C (1.0163, 1.9536, 5.0344)
C (0.3438, 0.9913, 4.1629)
C (0.3684, 1.1669, 2.7646)
N (-0.1796, 0.3073, 1.9305)
C (-0.7963, -0.7929, 2.4168)
C (-0.9160, -1.0382, 3.7831)
C (-1.6263, -2.2191, 4.1992)
C (-2.1519, -3.0713, 3.2932)
C (-2.0042, -2.8445, 1.8789)
C (-2.5287, -3.6835, 0.8885)
C (-2.3464, -3.3880, -0.4502)
C (-1.5922, -2.2456, -0.7690)
N (-1.0810, -1.4402, 0.1486)
C (-1.3071, -1.7126, 1.4617)
C (-2.8889, -4.2142, -1.5274)
C (-3.2194, -3.8251, -2.7979)
C (-3.7452, -4.8829, -3.5784)
C (-3.8025, -6.0548, -2.8867)
S (-3.2100, -5.8894, -1.2982)
C (-0.3262, -0.1149, 4.6559)
H (2.7140, 4.8484, 6.0934)
H (2.2179, 3.0628, 7.9504)
H (0.9639, 0.9921, 6.9751)
H (0.8584, 2.0196, 2.3124)
H (-1.7372, -2.4098, 5.2587)
H (-2.6926, -3.9508, 3.6179)
H (-3.1003, -4.5565, 1.1807)
H (-1.3860, -2.0004, -1.8000)
H (-3.1381, -2.8078, -3.1555)
H (-4.0786, -4.7773, -4.5995)
H (-4.1568, -7.0132, -3.2304)
H (-0.3993, -0.2782, 5.7235)
S (0.1062, 0.3969, -2.4068)
C (1.7938, 0.3645, -2.4000)
N (2.5978, 0.4788, -3.5292)
N (2.0503, 0.7381, -4.6109)
C (2.7373, 0.8586, -5.8345)
C (4.1127, 0.6455, -5.9057)
C (4.7228, 0.7883, -7.1342)
C (3.9725, 1.1331, -8.2580)
C (2.6017, 1.3388, -8.1667)
C (1.9702, 1.2011, -6.9449)
N (2.5077, 0.1831, -1.2920)
N (1.7835, 0.0193, -0.2232)
C (2.5781, -0.1596, 0.9596)
C (2.3409, -1.2709, 1.7558)
C (3.0401, -1.4048, 2.9435)
C (3.9476, -0.4259, 3.3315)
C (4.1810, 0.6754, 2.5186)
C (3.5035, 0.8095, 1.3161)
H (1.0286, 0.8754, -4.6454)
H (4.6747, 0.3779, -5.0224)
H (5.7882, 0.6301, -7.2239)
H (4.4657, 1.2407, -9.2146)
H (2.0291, 1.6051, -9.0435)
H (0.9014, 1.3583, -6.8544)
H (1.6301, -2.0230, 1.4355)
H (2.8808, -2.2752, 3.5660)
H (4.4829, -0.5279, 4.2658)
H (4.8930, 1.4315, 2.8202)
H (3.6682, 1.6622, 0.6704)
C (-5.4417, 2.3842, -0.0708)
N (-3.9802, 2.4848, -0.0346)
C (-3.3507, 3.6726, 0.1089)
C (-1.9966, 3.8035, 0.1534)
C (-1.2848, 2.5932, 0.0446)
O (-0.0011, 2.4122, 0.0598)
N (-1.9154, 1.4260, -0.0898)
C (-3.2723, 1.2774, -0.1467)
O (-3.8375, 0.2137, -0.2753)
H (-5.8621, 3.3815, 0.0186)
H (-5.7875, 1.7596, 0.7491)
H (-5.7549, 1.9306, -1.0078)
H (-4.0010, 4.5335, 0.1880)
H (-1.5119, 4.7587, 0.2667)


Entry 3:
# C23H26N7ORuS4

A molecular structure, C23H26N7ORuS4 (ωB97M-V/def2-TZVPD, OMol25).

Calculated values
- Multiplicity: 2
- Highest occupied orbital energy (alpha / beta): -6.6 / -6.6 eV
- ⟨S²⟩: 0.762
- Lowest unoccupied orbital energy (alpha / beta): -0.54 / -0.55 eV
- Gap between HOMO and LUMO (alpha / beta): 6.02 / 6.09 eV
- Relative energy (zero: lowest compared OMol25 entry of this formula, charge and spin): 40.6 kcal/mol
- Total charge: 0

CARTESIAN COORDINATES (ANGSTROEM)
Ru (0.1356, -2.4428, 0.6663)
N (4.1495, -1.7637, -0.5750)
C (3.0902, -2.5436, -0.3508)
N (2.0710, -1.7923, -0.0141)
C (2.5813, -0.5192, -0.0233)
N (3.8483, -0.4709, -0.3760)
C (1.8210, 0.6570, 0.3759)
C (2.3842, 1.9344, 0.3353)
N (1.7028, 3.0053, 0.7169)
C (0.4643, 2.7872, 1.1579)
C (-0.0888, 1.5191, 1.2038)
N (0.5861, 0.4480, 0.8055)
H (5.0759, -2.0331, -0.8593)
H (3.0740, -3.6184, -0.4440)
H (3.3978, 2.0729, -0.0205)
H (-0.1073, 3.6481, 1.4848)
H (-1.0987, 1.3678, 1.5766)
S (-2.0024, -3.3748, 1.2774)
S (-1.5843, -5.1899, 2.1222)
S (-0.1701, -6.0381, 0.8037)
S (0.5790, -4.3916, -0.1721)
C (0.7294, -2.7589, 2.6151)
C (1.5613, -1.6520, 3.1123)
C (0.9713, -0.5337, 3.7065)
C (1.7302, 0.5636, 4.0824)
C (3.1031, 0.5653, 3.8790)
C (3.7133, -0.5558, 3.3315)
C (2.9515, -1.6517, 2.9596)
H (-0.1969, -2.8571, 3.1849)
H (1.2646, -3.7115, 2.6451)
H (-0.1019, -0.5311, 3.8664)
H (1.2495, 1.4218, 4.5374)
H (3.6964, 1.4253, 4.1644)
H (4.7885, -0.5751, 3.1970)
H (3.4345, -2.5305, 2.5449)
C (-2.8725, 1.4734, -5.2676)
C (-2.3368, 2.4796, -4.2563)
N (-2.0473, 1.8746, -2.9510)
C (-0.6505, 1.6536, -2.6114)
C (-0.0048, 0.4954, -3.3662)
C (-3.1237, 1.6226, -2.1598)
O (-4.2546, 1.9602, -2.4884)
C (-2.9405, 0.9553, -0.8308)
C (-3.6856, 1.4361, 0.2433)
C (-3.5760, 0.8115, 1.4732)
C (-2.7319, -0.2827, 1.5918)
N (-2.0402, -0.7684, 0.5662)
C (-2.1580, -0.1723, -0.6192)
H (-3.0143, 1.9550, -6.2364)
H (-3.8327, 1.0826, -4.9363)
H (-2.1828, 0.6389, -5.3998)
H (-3.0657, 3.2757, -4.1083)
H (-1.4109, 2.9320, -4.6138)
H (-0.5626, 1.5223, -1.5346)
H (-0.1076, 2.5730, -2.8488)
H (-0.5871, -0.4231, -3.2853)
H (0.9950, 0.3056, -2.9690)
H (0.0961, 0.7253, -4.4276)
H (-4.3442, 2.2807, 0.0917)
H (-4.1404, 1.1559, 2.3291)
H (-2.6162, -0.8132, 2.5303)
H (-1.6084, -0.6295, -1.4326)


Entry 4:
# C5H41N2O13S

14 unconnected molecules or ions with the total composition C5H41N2O13S (ωB97M-V/def2-TZVPD, OMol25).

Calculated values
- Multiplicity: 2
- Highest occupied orbital energy (alpha / beta): -16.1 / -15.7 eV
- ⟨S²⟩: 0.755
- Lowest unoccupied orbital energy (alpha / beta): -5.54 / -10.99 eV
- Gap between HOMO and LUMO (alpha / beta): 10.59 / 4.70 eV
- Total charge: +2

CARTESIAN COORDINATES (ANGSTROEM)
C (-0.0555, 0.9018, -1.5478)
N (-0.9786, 0.0835, -0.6798)
C (-0.4228, -1.2212, -0.2329)
C (0.0237, -2.1858, -1.3069)
S (-1.2652, -3.4140, -1.7254)
C (-0.9373, 1.7206, -2.5138)
N (-2.1341, 2.3028, -1.8106)
C (-0.1329, 2.6945, -3.3653)
H (0.5025, 0.1976, -2.1497)
H (0.4465, 1.5909, -0.8714)
H (-1.2656, 0.5795, 0.1687)
H (-1.2723, -1.5966, 0.3462)
H (0.4267, -0.9684, 0.4202)
H (0.6281, -2.8952, -0.7209)
H (0.6440, -1.8841, -2.1439)
H (-2.2883, -2.5382, -1.7507)
H (-1.3560, 1.0139, -3.2261)
H (-2.4391, 3.1564, -2.2699)
H (-2.8468, 1.5691, -1.8582)
H (-1.8137, 2.4865, -0.8553)
H (0.5674, 3.1861, -2.6933)
H (0.4404, 2.2961, -4.1987)
H (-0.8404, 3.3869, -3.8278)
H (1.8998, -3.8117, 0.4421)
H (1.8597, -4.2084, 1.9890)
O (1.3373, -4.0723, 1.1933)
H (-0.0094, -1.3538, 2.2516)
H (-0.9598, -0.7394, 3.3116)
O (-0.5950, -0.6202, 2.4312)
H (-4.0567, -0.6368, 2.6404)
H (-3.4804, -1.9841, 2.1967)
O (-3.5554, -1.3950, 2.9537)
H (2.0395, 1.2293, 0.4065)
H (2.6476, 0.3317, 1.5959)
O (2.0068, 0.3926, 0.8752)
H (-0.0848, -3.5951, 2.2608)
H (-1.4106, -3.6614, 3.0756)
O (-0.5519, -3.2287, 3.0344)
H (0.0376, 3.8205, 0.4145)
H (-0.0509, 4.8937, -0.6967)
O (-0.2553, 3.9727, -0.4953)
H (-2.4857, -0.5126, -1.7784)
H (-3.8677, -1.0909, -2.4278)
O (-3.1879, -0.4090, -2.4411)
H (-0.2084, 1.1773, 1.2880)
H (0.6073, 2.2829, 2.1256)
O (-0.1324, 2.1035, 1.5344)
H (4.1144, -2.9268, -0.4193)
H (3.3589, -3.7779, -1.3790)
O (3.2235, -3.2176, -0.6028)
H (2.9055, 2.7057, 2.6962)
H (3.7815, 2.9333, 1.5648)
O (2.8574, 3.1007, 1.8132)
H (3.2192, -0.0345, -2.7735)
H (2.3428, -1.0296, -3.5739)
O (2.9403, -0.2911, -3.6557)
H (2.6146, -0.7293, 3.9819)
H (2.0183, 0.6595, 3.9826)
O (2.3003, -0.0322, 3.4020)
H (-2.1983, 0.4049, 2.2102)
H (-2.0681, 1.8422, 1.8022)
O (-2.5843, 1.0448, 1.5832)


Entry 5:
# C5H8N4

A single C5H8N4 molecule (ωB97M-V/def2-TZVPD, OMol25).

Calculated values
- Highest occupied orbital energy: -8.1 eV
- Lowest unoccupied orbital energy: 0.92 eV
- Gap between HOMO and LUMO: 9.05 eV
- SMILES string: N/N=C\Nc1ccc[nH]1
- Relative energy (zero: lowest compared OMol25 entry of this formula, charge and spin): 23.1 kcal/mol
- Total charge: 0

CARTESIAN COORDINATES (ANGSTROEM)
C (-1.5253, 0.3198, 0.7159)
C (0.6535, -0.0161, -0.1848)
C (1.3932, 1.1375, -0.2850)
C (2.7494, 0.7406, -0.1750)
C (2.7390, -0.6224, 0.1528)
H (-4.0691, 0.3149, -0.9145)
H (-3.6685, -1.0960, -0.1396)
H (-0.9709, 0.7159, 1.5482)
H (-1.1686, -0.7235, -1.0471)
H (0.9528, 2.1180, -0.4651)
H (3.5535, 1.4414, -0.0273)
H (3.5264, -1.2170, 0.5638)
H (1.1334, -1.9574, 0.3833)
N (-3.2507, -0.2739, -0.6160)
N (-2.7898, 0.4293, 0.6335)
N (-0.7346, -0.2359, -0.2598)
N (1.4765, -1.0752, 0.1166)


Which formula does entry 3 have?
C23H26N7ORuS4


The lowest total charge belongs to which entry?
C57H51AsINO2P2RhS3